{
  "formula": "C6H12",
  "method": "wB97M-V/def2-TZVPD",
  "smiles": "CC/C=C/CC",
  "e_homo_ev": -9.07,
  "e_above_lowest_kcal_mol": 52.53,
  "homo_lumo_gap_ev": 10.248,
  "symbols": ["C", "C", "C", "C", "C", "C", "H", "H", "H", "H", "H", "H", "H", "H", "H", "H", "H", "H"],
  "coordinates": [[2.41733, -0.06897, 0.74123], [1.92559, -0.12722, -0.62531], [0.39223, -0.09386, -0.61882], [-0.41803, 0.92659, -0.32171], [-1.80896, 0.66978, 0.14266], [-2.38215, -0.73408, 0.14452], [1.72953, -0.69512, 1.38702], [3.49068, -0.06494, 0.81561], [2.33057, 0.91404, 1.07068], [2.44924, 0.51540, -1.33799], [2.15374, -1.11170, -1.09353], [0.02379, -1.09216, -0.84158], [-0.09577, 1.91011, -0.28245], [-1.89252, 1.04937, 1.18597], [-2.63654, 1.26221, -0.47505], [-3.08061, -1.02681, 0.95573], [-1.60259, -1.48432, -0.01084], [-2.99553, -0.74832, -0.83615]],
  "forces_ev_per_angstrom": [[-0.26, -0.36, 1.46], [-0.94, -1.40, -3.08], [0.88, 0.55, -0.59], [-0.35, -3.10, -0.15], [-2.95, 1.80, 0.09], [-0.97, -0.75, -2.55], [1.61, 0.36, -0.30], [0.63, -1.56, 0.24], [-1.08, 2.04, 0.88], [-0.31, 0.69, 0.31], [0.04, 0.29, 0.47], [-0.41, 0.23, 0.51], [0.83, 1.77, 0.31], [0.19, 0.18, -0.61], [1.97, -0.49, 1.32], [0.69, 0.48, -0.33], [-0.33, -0.12, 0.49], [0.74, -0.61, 1.53]]
}



{
  "formula": "C27H49F9N3O7",
  "method": "wB97M-V/def2-TZVPD",
  "e_homo_ev": -10.66,
  "total_charge": 1,
  "e_above_lowest_kcal_mol": 0.00,
  "homo_lumo_gap_ev": 8.260,
  "symbols": ["C", "C", "C", "C", "C", "C", "C", "C", "O", "C", "F", "F", "F", "N", "F", "C", "N", "N", "C", "C", "C", "C", "F", "F", "C", "F", "F", "F", "H", "H", "H", "H", "H", "H", "H", "H", "H", "H", "H", "H", "H", "H", "H", "H", "H", "H", "H", "H", "H", "C", "O", "C", "C", "O", "C", "C", "O", "C", "H", "H", "H", "H", "H", "H", "H", "H", "H", "H", "H", "H", "H", "H", "C", "O", "C", "C", "O", "C", "C", "O", "C", "H", "H", "H", "H", "H", "H", "H", "H", "H", "H", "H", "H", "H", "H"],
  "coordinates": [[-0.99109, 4.98201, 0.42656], [0.05681, 4.60255, -0.62534], [-0.53919, 3.67776, -1.68550], [-1.73759, 4.31923, -2.41155], [0.43785, 3.12705, -2.69132], [1.55574, 3.62245, -3.26687], [2.34691, 4.88019, -3.14861], [3.77008, 4.70360, -2.57771], [4.24456, 3.40881, -2.85956], [3.87242, 4.94215, -1.07313], [3.30000, 6.11620, -0.72823], [3.27586, 3.96940, -0.36556], [5.15731, 4.98255, -0.70020], [1.91290, 2.64737, -4.19458], [2.92749, 2.73347, -5.06592], [1.10810, 1.60561, -4.18886], [1.23502, 0.50046, -4.96986], [0.18568, 1.85903, -3.26710], [-0.90595, 0.92610, -2.96401], [-0.43054, -0.36680, -2.29386], [0.63046, -0.12574, -1.21012], [2.06666, -0.45819, -1.60396], [2.71960, 0.65470, -2.03766], [2.11527, -1.35628, -2.61346], [2.87700, -1.04648, -0.43398], [2.74532, -0.24765, 0.65346], [4.17579, -1.15158, -0.72537], [2.38829, -2.26984, -0.14206], [-0.51046, 5.30663, 1.34793], [-1.66049, 4.14636, 0.64596], [-1.61746, 5.80824, 0.08431], [0.42741, 5.52288, -1.08042], [0.87302, 4.08090, -0.13268], [-0.91974, 2.81730, -1.12561], [-2.63531, 4.25040, -1.79617], [-1.54196, 5.36938, -2.63248], [-1.96020, 3.79884, -3.34583], [1.78371, 5.61537, -2.58046], [2.46570, 5.29064, -4.15446], [4.40861, 5.46849, -3.02887], [5.16599, 3.44625, -3.13411], [1.78737, 0.67152, -5.80234], [0.34875, 0.08694, -5.23305], [-1.43989, 0.72890, -3.89798], [-1.60970, 1.44258, -2.31878], [-0.09597, -1.09092, -3.03605], [-1.30558, -0.80677, -1.80782], [0.63107, 0.92683, -0.91621], [0.37350, -0.69801, -0.31815], [-1.55486, -4.02727, 6.54333], [-0.24480, -3.57100, 6.29647], [0.74464, -4.57529, 6.43179], [1.87049, -4.37677, 5.44450], [1.52609, -4.67976, 4.10186], [0.73795, -3.75106, 3.38794], [1.45170, -2.48411, 2.97917], [1.65156, -1.60961, 4.07383], [2.73821, -0.74054, 3.83858], [-1.71585, -4.24997, 7.60386], [-2.23683, -3.23218, 6.24630], [-1.78158, -4.92587, 5.95811], [0.30524, -5.56830, 6.28260], [1.16852, -4.53805, 7.44425], [2.65041, -5.09702, 5.70033], [2.29160, -3.37372, 5.53649], [-0.18570, -3.51573, 3.92450], [0.46149, -4.27398, 2.46889], [0.82696, -1.96748, 2.23420], [2.41048, -2.74192, 2.51560], [3.63450, -1.27991, 3.51547], [2.96105, -0.20223, 4.75792], [2.46007, -0.01243, 3.06793], [-6.04587, -0.73804, -1.09930], [-5.02115, -1.70635, -1.15406], [-4.10818, -1.52049, -2.21193], [-2.71580, -1.95302, -1.81444], [-2.06617, -1.08050, -0.89711], [-2.47527, -1.12842, 0.46756], [-2.01587, -2.35772, 1.21657], [-2.77233, -3.49766, 0.86556], [-2.02077, -4.69369, 0.87440], [-6.75693, -0.85185, -1.92436], [-6.57448, -0.88057, -0.15939], [-5.63516, 0.27807, -1.12490], [-4.08895, -0.46837, -2.52467], [-4.41505, -2.12675, -3.07530], [-2.10038, -1.92026, -2.71918], [-2.72243, -2.98046, -1.44780], [-3.55280, -0.99490, 0.56995], [-1.98280, -0.26953, 0.93248], [-2.12783, -2.16809, 2.29268], [-0.95098, -2.51976, 1.00663], [-1.09954, -4.58007, 0.29018], [-2.62955, -5.47039, 0.41650], [-1.76218, -4.99789, 1.89362]],
  "forces_ev_per_angstrom": [[-0.09, 0.18, -0.19], [-0.29, -0.06, 0.14], [-0.12, 0.00, -0.11], [-0.06, -0.25, 0.03], [-0.26, -0.19, 0.40], [0.21, 0.08, 0.06], [0.12, 0.02, -0.18], [0.08, 0.06, 0.00], [0.01, 0.09, -0.04], [-0.16, -0.02, 0.17], [0.13, -0.25, -0.09], [0.00, 0.13, -0.09], [-0.10, 0.03, -0.03], [0.43, 0.29, 0.00], [-0.07, 0.00, -0.13], [-0.23, -0.42, -0.25], [-0.25, 0.37, -0.40], [-0.11, 0.50, -0.09], [0.20, -0.51, 0.09], [2.15, 1.11, -2.34], [-0.33, 0.04, -0.25], [-0.30, -0.01, 0.11], [0.08, 0.14, -0.06], [0.19, -0.15, 0.00], [0.15, -0.02, 0.33], [0.09, -0.51, -0.60], [-0.51, -0.03, 0.12], [0.30, 0.57, 0.01], [-0.03, -0.05, 0.01], [0.12, -0.03, 0.13], [0.00, -0.06, 0.00], [0.17, -0.08, 0.05], [0.22, 0.08, -0.07], [0.07, -0.01, -0.02], [0.05, 0.17, 0.03], [0.01, -0.03, -0.07], [0.02, 0.08, -0.01], [0.07, -0.03, 0.01], [-0.06, 0.00, 0.02], [-0.05, 0.01, 0.04], [0.03, -0.01, 0.11], [0.20, -0.11, 0.14], [0.05, -0.17, 0.23], [-0.02, -0.05, 0.03], [0.02, 0.12, 0.02], [0.43, 0.21, -0.15], [2.99, 1.76, -1.55], [0.10, -0.06, 0.19], [-0.01, -0.11, 0.02], [0.01, 0.04, 0.10], [-0.02, -0.04, -0.24], [-0.01, 0.01, 0.15], [0.07, 0.01, 0.12], [0.07, -0.05, -0.11], [-0.19, -0.03, 0.06], [-0.16, 0.14, 0.13], [0.35, -0.36, 0.07], [-0.28, 0.36, -0.03], [0.00, -0.03, 0.00], [0.00, 0.01, 0.03], [0.00, 0.00, 0.00], [-0.01, 0.00, -0.04], [-0.03, -0.07, 0.01], [0.02, 0.03, -0.01], [-0.11, 0.03, -0.03], [0.07, 0.10, 0.06], [0.03, 0.01, -0.03], [0.11, -0.04, -0.15], [-0.01, -0.02, -0.01], [-0.02, -0.04, 0.00], [-0.08, -0.07, 0.05], [0.20, 0.05, 0.01], [-0.15, -0.04, -0.06], [0.26, 0.13, 0.13], [-0.16, -0.08, 0.03], [-1.10, -0.99, -0.24], [-4.22, -1.88, 3.52], [-0.21, 0.09, 0.92], [-0.07, -0.15, 0.07], [0.06, 0.18, -0.34], [-0.01, -0.09, 0.09], [0.02, 0.01, -0.01], [-0.01, -0.02, -0.02], [0.01, 0.00, 0.00], [0.00, 0.04, 0.01], [0.03, 0.09, -0.06], [-0.22, -0.21, 0.09], [-0.03, 0.11, 0.13], [0.02, -0.09, -0.16], [-0.03, 0.01, -0.05], [0.13, 0.08, -0.02], [0.01, -0.05, 0.01], [0.02, -0.03, 0.03], [-0.05, 0.02, 0.04], [0.03, 0.00, -0.03]]
}



{
  "formula": "C9H11N3",
  "method": "wB97M-V/def2-TZVPD",
  "smiles": "CN/N=C/c1ccccc1.C#N",
  "e_homo_ev": -7.66,
  "e_above_lowest_kcal_mol": 99.87,
  "homo_lumo_gap_ev": 8.471,
  "symbols": ["C", "N", "N", "C", "C", "C", "C", "C", "C", "C", "H", "H", "H", "H", "H", "H", "H", "H", "H", "H", "C", "N", "H"],
  "coordinates": [[-3.32246, 1.07943, -0.06505], [-2.66363, 0.92677, -1.36634], [-1.34607, 0.54798, -1.33955], [-0.59396, 0.70780, -0.30409], [0.78094, 0.21980, -0.24080], [1.58308, 0.69001, 0.76766], [2.85656, 0.25920, 0.96141], [3.47465, -0.53446, -0.03046], [2.67107, -0.98520, -1.11269], [1.39629, -0.56601, -1.21547], [-3.19288, 2.02796, 0.45620], [-2.79465, 0.39943, 0.76953], [-4.40381, 0.78055, -0.08513], [-3.18832, 0.49152, -2.10532], [-0.91378, 1.04895, 0.70778], [0.95459, 1.35812, 1.40715], [3.37627, 0.54533, 1.95806], [4.49434, -0.77530, 0.10047], [3.11691, -1.58298, -1.89687], [0.83292, -1.05993, -1.90769], [-1.05638, -1.93025, 1.55181], [-1.45548, -1.30683, 0.67505], [-0.60620, -2.34189, 2.31432]],
  "forces_ev_per_angstrom": [[0.30, -1.96, 2.09], [0.69, 0.31, 2.01], [0.64, 0.51, -0.04], [-1.22, 0.27, -0.39], [0.86, 0.46, -1.85], [-2.71, 0.87, 1.15], [2.34, -0.04, 1.29], [-1.96, 0.51, 0.45], [2.84, 0.73, 1.04], [-0.84, 0.02, 1.55], [-0.22, 0.61, -0.82], [-1.40, 0.95, -2.12], [1.03, 0.45, -0.20], [0.23, -0.19, 0.11], [-0.21, 0.28, -0.99], [1.45, -0.43, 0.25], [-0.59, -0.43, -2.08], [0.88, -0.52, -0.09], [-0.04, -0.16, 0.08], [-1.73, -0.66, -2.13], [-1.76, 2.44, -3.65], [-0.58, -1.86, 0.76], [2.00, -2.15, 3.59]]
}



{
  "formula": "C20H27BeCaCl4F10LiN3NaO11P2",
  "method": "wB97M-V/def2-TZVPD",
  "e_homo_ev": -5.86,
  "homo_lumo_gap_ev": 1.617,
  "symbols": ["C", "C", "C", "N", "C", "C", "C", "F", "C", "F", "P", "N", "C", "C", "Cl", "C", "C", "Cl", "N", "C", "O", "F", "C", "O", "F", "H", "H", "H", "H", "H", "H", "H", "H", "H", "H", "H", "H", "H", "Cl", "Ca", "O", "C", "C", "O", "H", "H", "H", "H", "Na", "F", "P", "F", "F", "F", "F", "F", "Li", "C", "C", "O", "C", "H", "H", "H", "H", "H", "H", "O", "C", "C", "O", "H", "H", "H", "H", "Be", "O", "Cl", "O", "O", "O"],
  "coordinates": [[-0.06085, -0.58059, 1.86635], [0.63079, 0.53609, 1.69909], [1.57282, 1.68426, 1.06551], [0.50671, 2.74172, 0.82383], [0.20925, 2.70679, -0.50209], [-0.89821, 3.73802, -1.03395], [-2.24522, 2.88330, -1.34671], [-1.26604, 4.70598, 0.01789], [1.09256, 1.59446, -1.27019], [0.50489, 0.22657, -1.39656], [1.10437, 2.18581, -3.03413], [1.99633, 3.46988, -3.39546], [2.37924, 1.36932, -0.33608], [3.10940, -0.09913, -0.44751], [3.19462, -1.34000, 0.89396], [3.81979, -0.50570, -1.65323], [3.98500, 0.40440, -2.95838], [4.65855, -2.16050, -1.73657], [3.58111, 2.22833, -0.35604], [3.43097, 3.66127, -0.54095], [2.82582, 4.51303, 0.16337], [4.21303, 4.24503, -1.63254], [4.67596, 1.81936, 0.54095], [5.85411, 1.82420, 0.04387], [4.56344, 1.39631, 1.90024], [-0.70164, -1.49470, 2.13544], [2.16646, 2.09683, 1.95415], [0.14290, 3.34786, 1.58732], [-0.53235, 4.37004, -1.91824], [-2.51502, 3.04984, -2.44984], [-2.04372, 1.76455, -1.09862], [-3.10698, 3.25809, -0.68173], [-0.26665, 2.52328, -3.39266], [1.48236, 1.06565, -3.87718], [2.67810, 3.17184, -4.13399], [3.29762, -0.04120, -3.77741], [5.07012, 0.24828, -3.34836], [3.85156, 1.53165, -2.79064], [-2.39744, -2.58525, 2.36410], [-3.59402, -1.09486, 3.76235], [6.62497, 1.55191, -4.78771], [7.79339, 2.15546, -4.88854], [8.38519, 2.44089, -3.40714], [9.54535, 3.05740, -3.51629], [7.81162, 3.13817, -5.40334], [8.59050, 1.61354, -5.42686], [8.38194, 1.46080, -2.89913], [7.58198, 2.97251, -2.86543], [3.92252, 2.82077, -5.27372], [-3.02983, 0.67526, 6.66536], [-3.49572, 1.36135, 8.04180], [-3.74754, 2.92191, 8.22647], [-4.45069, 1.13645, 9.29307], [-2.03616, 1.99158, 8.12236], [-2.88694, 0.07415, 8.79251], [-4.80809, 1.33756, 7.13372], [-2.23914, -1.82522, 8.20736], [-5.95795, -6.62995, 3.88931], [-5.77377, -5.21469, 3.42323], [-5.58764, -4.30209, 4.22032], [-5.82592, -4.95948, 1.94057], [-5.89619, -6.66330, 4.97912], [-6.94003, -6.99751, 3.58349], [-5.17045, -7.26298, 3.47536], [-6.80184, -5.25208, 1.54773], [-5.03269, -5.51817, 1.43948], [-5.67710, -3.89267, 1.75019], [-3.83536, 1.21699, -5.58056], [-2.64723, 0.66033, -5.50827], [-1.56051, 1.62333, -6.24636], [-0.37141, 1.06201, -6.18636], [-2.52625, -0.33129, -5.97677], [-2.23801, 0.47814, -4.49872], [-1.67181, 2.61319, -5.76882], [-1.97212, 1.81977, -7.25060], [7.75944, 5.08940, -5.56856], [-7.46061, -9.94800, 5.66345], [-6.23776, -10.17803, 4.92272], [-6.51664, -10.12631, 3.50142], [-5.70275, -11.47817, 5.26367], [-5.26848, -9.15304, 5.26105]],
  "forces_ev_per_angstrom": [[3.61, 6.16, -0.45], [-2.26, -6.26, -0.55], [-2.53, -0.69, 3.50], [1.71, -1.20, -0.76], [0.47, 0.06, -1.06], [-0.76, -0.87, 0.29], [0.36, 0.19, -0.02], [1.21, -1.83, -1.45], [-1.41, 2.75, 0.35], [0.25, 0.97, 0.33], [0.30, 0.01, -1.45], [0.90, -0.81, -0.69], [-0.74, -1.60, 2.32], [1.55, -1.92, -2.93], [-0.54, 1.88, -1.23], [-1.45, 1.48, 2.30], [1.00, -1.48, -0.13], [-1.30, 2.66, -0.01], [-0.27, 1.27, 0.71], [-0.91, 5.52, 1.33], [2.77, -4.82, -3.23], [-1.58, -2.37, 2.64], [6.74, -0.40, -2.38], [-6.28, 0.19, 3.10], [-1.01, 1.29, -3.46], [1.57, 2.01, -0.65], [-0.16, -0.89, -1.66], [0.52, -0.59, -1.37], [-0.55, -0.95, 1.39], [0.19, -0.53, 1.67], [-0.44, 1.97, -0.67], [1.41, -0.44, -1.07], [0.78, -0.83, 0.79], [-0.80, 0.52, 0.78], [-1.79, 0.66, 1.96], [0.99, 0.85, 1.34], [-1.79, 0.34, 0.71], [-0.06, -1.78, 0.09], [-0.52, -0.63, 0.08], [-0.51, 0.07, 0.23], [0.98, 1.22, -0.22], [-2.10, -2.38, -2.75], [2.22, 1.59, 3.41], [-1.95, -0.85, -0.23], [-0.34, 0.76, 0.63], [-0.05, -0.48, 0.44], [0.47, -0.43, -0.85], [-0.11, 0.67, -0.59], [1.49, -0.39, -0.61], [3.10, -2.08, -2.50], [-1.72, 4.07, 1.17], [-2.28, 1.75, -0.53], [-1.55, 1.00, 1.28], [2.90, -1.72, 0.32], [2.75, -4.51, -0.53], [-2.86, -0.14, -0.04], [-0.26, 1.02, 0.55], [0.07, 0.67, 0.40], [-0.07, -0.28, 0.30], [0.31, 0.50, -0.23], [0.10, 0.51, 0.09], [0.00, -0.11, -0.24], [0.18, -0.22, -0.14], [-0.25, -0.16, -0.06], [0.15, -0.18, -0.05], [-0.20, -0.12, -0.03], [-0.01, -0.11, -0.02], [2.53, -0.65, 0.00], [-4.40, -2.50, 2.16], [4.19, 2.47, -2.21], [-2.09, 0.78, 0.23], [-0.02, 0.47, -0.93], [0.16, 0.97, 0.15], [0.03, -0.38, 0.88], [-0.18, -1.04, -0.07], [0.09, 0.12, 0.09], [0.19, 0.14, -0.12], [-0.23, -0.71, 0.14], [0.08, 0.21, 0.06], [-0.06, 0.36, -0.09], [0.10, 0.14, 0.01]]
}